Entry 1:
The following is a DFT calculation (wB97M-V/def2-TZVPD) of a molecular structure, C45H56Cl2SSb2SiTi.

Structure (XYZ):
```
108
C45H56Cl2SSb2SiTi wB97M-V/def2-TZVPD
Sb -2.9599 -0.4110 -0.1121
Sb 0.6636 -2.2077 -0.2363
Ti 0.4882 0.6784 -0.2282
Cl -0.4887 2.3457 1.3063
Cl -3.1659 3.6344 -3.2815
S -0.9715 1.7951 -1.8698
Si 3.0582 1.4305 -0.3182
C 0.5889 -7.0814 -0.7475
C -4.1916 -1.9766 0.6892
C 3.1949 0.5612 2.3953
C -4.4109 -4.0366 1.9367
C -5.8643 2.4655 -1.7155
C -0.5390 -1.1762 2.6258
C 4.1946 0.1263 -1.2165
C -1.6273 3.3510 0.3582
C -4.8757 1.7937 0.7843
C -2.0872 -2.4605 -2.1343
C -6.2839 -3.1891 0.7006
C -2.2613 4.3470 1.0697
C -3.0598 -1.2849 -2.0540
C -0.3394 -1.0550 3.9981
C 4.5475 -1.0566 -0.3027
C -3.6491 -2.9497 1.5238
C 3.4195 -0.4361 -2.4412
C 4.5218 3.8656 -1.1562
C 2.0719 4.0669 -0.9178
C -4.9229 1.4524 -1.5889
C -6.3172 3.1366 -0.5916
C 0.0473 -6.5170 0.3952
C 3.1846 2.9975 2.1158
C 0.0675 -5.1396 0.5733
C 1.1669 -4.8912 -1.5460
C 0.6274 -4.3165 -0.3968
C 3.7207 1.6974 1.5033
C -0.6505 -1.9634 -1.9533
C 1.1462 -6.2670 -1.7209
C 1.2026 -2.8113 2.5331
C -3.1878 5.1326 0.4019
C -5.7272 -4.1587 1.5253
C 0.6190 -1.8166 4.6398
C -5.8206 2.8003 0.6599
C 2.9969 2.8121 -2.8054
C 5.2485 1.7396 1.6417
C 0.2109 -2.0719 1.8706
C -4.4225 1.1036 -0.3379
C 5.5408 0.6720 -1.7207
C 1.3936 -2.6990 3.8994
C -2.7707 3.8809 -1.6069
C -1.8176 3.0670 -0.9889
C 3.2015 3.1022 -1.3133
C -5.5196 -2.1105 0.2855
C -3.4439 4.8895 -0.9382
H 1.0812 3.6219 -1.0474
H 3.6727 3.8807 1.7087
H 4.5009 4.7531 -1.7971
H 0.0637 -2.4601 -2.6204
H 5.7127 2.4495 0.9592
H 2.1570 -3.2920 4.3831
H -3.7078 5.9226 0.9231
H 1.5705 -6.6984 -2.6169
H 2.0577 2.2851 -3.0005
H -4.4905 1.5541 1.7698
H -7.0511 3.9247 -0.6885
H 3.4262 -1.5311 -2.4458
H -2.3481 -3.2465 -1.4182
H 5.0602 -1.8229 -0.8938
H 5.4164 1.4388 -2.4850
H -1.3008 -0.5633 2.1587
H 2.1561 4.4206 0.1067
H 6.1158 -0.1424 -2.1756
H -4.5641 0.9552 -2.4810
H 5.7165 0.7701 1.4732
H -3.9705 -4.7852 2.5822
H -6.2364 2.7330 -2.6956
H -5.9728 -1.3586 -0.3518
H -6.1651 3.3278 1.5396
H -0.3993 -7.1444 1.1543
H -2.1663 -2.9162 -3.1252
H 2.1099 3.1271 1.9814
H 0.5740 -8.1543 -0.8804
H 2.9498 3.7582 -3.3555
H 5.4029 3.2854 -1.4360
H 3.6755 -1.5287 0.1504
H 5.5140 2.0472 2.6598
H -4.0968 -1.5902 -2.2070
H -2.7916 -0.5323 -2.7973
H 3.8035 2.2267 -3.2403
H 5.2203 -0.7742 0.5046
H 4.6740 4.2181 -0.1382
H -6.3220 -5.0034 1.8451
H 1.6171 -4.2769 -2.3172
H -7.3142 -3.2747 0.3814
H -4.1678 5.4786 -1.4819
H 1.8529 -3.4866 1.9873
H 3.5485 0.7012 3.4228
H 2.1090 4.9462 -1.5696
H 2.0959 0.5465 2.4431
H -0.6212 -0.9042 -2.2428
H -0.3789 -4.7154 1.4616
H -2.0391 4.4935 2.1153
H 3.3825 2.9868 3.1932
H -0.9383 -0.3512 4.5611
H 3.8726 -0.1107 -3.3784
H 3.5137 -0.4272 2.0718
H 2.3678 -0.1286 -2.4885
H -2.6214 -2.8679 1.8629
H 6.1509 1.0921 -0.9220
H 0.7741 -1.7182 5.7054
```

Computed properties:
E = -4686.25197 hartree
net charge = 0
⟨S²⟩ = 2.01
lowest unoccupied orbital energy (spin up / spin down) = 0.0 / 0.0 eV
2S+1 = 3
strongest force on any atom = 0.57 eV/A
frontier orbital gap (spin up / spin down) = 7.13 / 6.96 eV
HOMO (spin up / spin down) = -7.1 / -7.0 eV

These are the Löwdin partial charges, in e, on atoms 1 to 4: 1.49 1.46 0.16 0.71

Entry 2:
The following is a DFT calculation (wB97M-V/def2-TZVPD) of a molecular structure, C45H57Cl3GeN5O3PY.

Structure (XYZ):
```
116
C45H57Cl3GeN5O3PY wB97M-V/def2-TZVPD
Y -0.3756 0.4024 -0.3143
Ge -1.2323 2.4275 -3.4728
Cl 0.4400 3.8641 -4.0150
Cl -2.7972 0.0998 -1.1403
Cl -2.8940 3.7045 -4.2900
P -1.6526 1.8254 3.1636
O 2.3697 -4.7679 0.5861
O -1.6759 -2.3904 -4.0960
O 2.6741 -3.6748 -5.4764
N -1.1262 1.2441 1.7426
N 0.4448 -1.2384 -2.2069
N 1.5013 -2.9842 -1.0257
N 1.3937 -3.0649 -3.3070
N 1.8210 1.5470 -0.5356
C 4.3031 2.7267 -0.6567
C -1.7350 4.9976 -1.2032
C 0.9402 2.7964 3.4152
C 0.6891 -1.4043 2.2086
C 3.1587 3.4982 -0.6676
C -0.3098 0.2739 -6.0849
C 0.7650 0.7281 -5.3329
C 0.7032 -1.5186 0.8046
C 2.3403 -4.7426 -4.7022
C -1.1232 -0.7266 -5.5840
C -2.7487 0.5221 3.9352
C -0.5667 5.7065 -1.0020
C 1.9046 2.8872 -0.6076
C 2.9782 -3.9363 -6.8368
C -1.9105 -2.9312 -2.7965
C -2.9537 0.7615 5.4365
C -0.5659 2.8650 -0.8062
C 0.6189 3.6292 -0.6867
C 4.1991 1.3442 -0.5852
C 1.1917 -2.3546 3.0795
C -4.1165 0.5246 3.2342
C -3.4850 3.8714 3.9759
C 1.0669 -2.3858 -2.1499
C 2.2347 -7.0798 -4.1634
C -3.5347 3.1792 1.5712
C 1.6623 -4.4235 -3.5117
C -2.6196 3.3913 2.8014
C 1.2918 -2.6893 0.3423
C -0.5004 3.1805 5.4249
C -0.1924 2.2068 4.2772
C 2.6224 -6.0561 -5.0230
C 0.6141 5.0181 -0.7393
C -2.1716 -0.8822 3.7053
C 1.7547 -3.5200 2.5712
C -0.8971 -1.3056 -4.3346
C 0.1411 -0.7976 -3.5340
C 2.6572 -5.8942 1.3919
C -1.6142 4.5059 2.4664
C 1.2552 -5.4591 -2.6799
C -1.7258 3.6082 -1.0773
C 0.9594 0.2011 -4.0665
C 0.3732 0.9027 4.8834
C 1.5520 -6.7800 -3.0009
C 2.9328 0.8019 -0.5232
C 1.8031 -3.6803 1.2017
H 0.6883 -5.2439 -1.7846
H -4.3213 3.2025 4.1787
H -2.9105 -1.5996 4.0709
H 1.0101 0.3810 4.1681
H -3.6761 0.0246 5.7974
H -2.1822 5.3600 2.0939
H 0.2763 -0.4991 2.6394
H 2.1564 -4.2763 3.2325
H 3.5099 -5.7064 2.0510
H -1.2405 2.7880 6.1258
H 2.4605 -8.1068 -4.4193
H -0.5130 0.6912 -7.0637
H -2.6661 3.0767 -1.2060
H 2.0649 -3.8043 -1.1734
H -3.9089 4.8369 3.6866
H -0.8355 4.1548 5.0757
H 1.4305 -2.5012 -4.1415
H 1.1574 -2.2008 4.1538
H -3.3598 1.7504 5.6559
H 1.8552 2.7625 4.0128
H -0.5553 6.7861 -1.0835
H -0.3776 0.2006 5.2364
H 3.0567 -2.9659 -7.3187
H 1.1015 2.2075 2.5122
H -4.7186 1.3958 3.4794
H -1.0608 4.8412 3.3427
H 1.5241 5.5930 -0.6181
H -1.9526 -1.1156 -6.1613
H -2.0331 -2.1542 -2.0515
H 5.0690 0.7030 -0.5791
H 3.2376 4.5710 -0.7486
H 2.1829 -4.5207 -7.3040
H -2.0113 -1.0809 2.6470
H -3.6432 4.1392 1.0645
H -4.5286 2.8501 1.8618
H 5.2746 3.2017 -0.7137
H 1.4132 1.5119 -5.6979
H -0.9110 4.2155 1.6871
H 1.7657 0.5714 -3.4425
H 0.9913 1.1697 5.7432
H -4.0190 0.4446 2.1503
H 0.4251 3.3398 5.9835
H 2.9088 -6.7023 0.7097
H -4.6607 -0.3544 3.5874
H 1.7899 -6.1754 1.9943
H -2.8370 -3.4942 -2.8879
H -1.2401 -1.0778 4.2305
H 3.1437 -6.2901 -5.9421
H 0.7699 3.8307 3.1264
H 1.2260 -7.5712 -2.3378
H -2.9323 4.0236 4.9016
H 2.7784 -0.2692 -0.4526
H -3.1332 2.4691 0.8509
H -1.1133 -3.6197 -2.5092
H 3.9306 -4.4619 -6.9413
H -2.6508 5.5137 -1.4698
H -2.0389 0.6288 6.0141
```

Computed properties:
E = -6085.77246 hartree
net charge = 0
⟨S²⟩ = 0.76
lowest unoccupied orbital energy (spin up / spin down) = 0.1 / -1.5 eV
2S+1 = 2
strongest force on any atom = 0.70 eV/A
frontier orbital gap (spin up / spin down) = 7.78 / 6.11 eV
HOMO (spin up / spin down) = -7.6 / -7.6 eV

These are the Löwdin partial charges, in e, on atoms 1 to 4: 1.08 0.44 0.03 -0.10

Entry 3:
The following is a DFT calculation (wB97M-V/def2-TZVPD) of a molecular structure, C45H57GeN3S2SeSiSm at a distorted geometry.

Structure (XYZ):
```
111
C45H57GeN3S2SeSiSm wB97M-V/def2-TZVPD
Sm -0.3984 -2.4383 0.6084
Se 0.4223 -5.1923 0.3396
Ge -0.8191 -2.6567 -2.3732
S 1.6509 -0.3480 0.9385
S 4.0698 0.2045 -0.8488
Si 1.4954 5.9677 1.4316
N 1.5854 -6.4150 1.1687
N 3.1975 -2.1854 -0.2505
N 0.8449 -3.9866 1.6950
C -2.8862 -4.5047 -3.4100
C -2.3942 -2.5528 2.4820
C 1.9919 -5.8834 2.2828
C -1.2689 6.0075 2.2911
C 3.6263 6.4023 -0.4161
C -3.1244 -2.2343 1.3325
C 2.5417 5.5585 -0.0697
C 2.8108 -6.7646 3.1359
C -4.0220 -0.7070 -0.4421
C 0.0909 0.7529 -5.1578
C -3.0494 -0.9852 0.7251
C 1.7859 3.9784 3.5347
C 3.0098 4.2841 -2.0606
C 3.1281 -6.3088 4.3879
C 0.8084 1.7560 -4.3023
C 2.7569 -4.9869 4.7747
C 4.8282 -1.1729 -1.6578
C 2.8972 -0.8762 -0.0838
C 3.0813 4.3751 5.4943
C -0.5508 -0.8006 -3.1463
C -2.6251 5.8583 2.0625
C 2.9492 6.1012 3.7760
C 4.4194 6.1875 -1.5579
C 4.2790 -2.5116 -1.2037
C -0.6007 -1.7656 4.2166
C -2.2162 5.5562 -0.2633
C 2.1255 5.2714 3.0528
C -4.3696 -4.7660 -3.9491
C -2.0355 -0.0887 1.1817
C -1.1881 -0.4703 2.2519
C -5.1282 -1.7469 -0.6353
C 3.3580 5.7010 5.0402
C -2.4220 -3.0512 -3.5550
C 4.1140 5.0783 -2.4039
C 2.2459 4.4712 -0.9154
C -4.8480 -6.2078 -3.7404
C -0.8445 5.6398 -0.0634
C -4.5738 0.6705 -0.0947
C 2.1485 -4.1014 3.8984
C -0.0475 -0.6651 -4.5756
C -1.4714 -1.6049 3.0157
C 2.3685 3.5648 4.6768
C -0.3324 5.8835 1.2129
C -3.1075 5.7077 0.7887
C 1.5975 -4.5834 2.7110
H -4.3222 -4.6086 -5.0088
H -0.8802 1.1449 -5.4644
H 2.7191 3.4582 -2.7130
H -0.7115 -1.1700 -5.2812
H 2.1673 -3.0069 4.0553
H -2.8245 -5.0012 -2.4430
H -0.2256 5.5937 -0.9388
H -5.8043 -1.6720 0.2634
H 1.7384 1.4105 -3.8066
H -4.7892 -2.7754 -0.6078
H 5.2963 6.7880 -1.8351
H -2.2252 -5.0972 -4.0545
H 2.7211 -2.8637 0.3535
H 3.6166 -6.9494 5.1238
H -0.9093 6.2602 3.3006
H 3.2070 7.1437 3.5290
H -2.1690 -2.8690 -4.6073
H -5.7424 -6.3728 -4.2545
H 1.0336 3.3303 2.9579
H 0.9405 -1.0943 -4.5864
H -3.3166 6.0465 2.8440
H 0.0714 -0.2301 -2.4390
H 4.6454 4.7496 -3.2726
H -3.4807 -0.5632 -1.3363
H -1.9369 0.8092 0.6000
H -5.0919 -6.3376 -2.6703
H -1.1580 -2.2084 5.0627
H -5.1262 -4.1041 -3.4929
H 1.1282 2.5904 -4.9308
H 5.9284 -1.1440 -1.4225
H 3.7516 6.3674 5.7596
H -3.7215 -3.0120 0.8516
H -0.1669 -0.7839 4.5169
H 2.9643 -4.6958 5.8122
H -5.8186 -1.6364 -1.5216
H 2.1493 2.5284 5.0232
H 2.9782 -7.7722 2.7431
H 0.6631 0.6824 -6.1090
H -3.7358 1.4059 0.0663
H 0.2048 2.1702 -3.4749
H 4.7954 -1.2293 -2.7617
H -3.3294 -2.4397 -3.2294
H -5.2998 1.0004 -0.8258
H -1.5665 -0.3271 -3.1855
H 3.4804 4.0374 6.4299
H -4.1624 5.6136 0.6444
H 3.8690 7.1900 0.2624
H -2.5339 5.3820 -1.2862
H 5.0903 -3.1097 -0.7938
H 0.2312 -2.4669 4.0767
H 0.2907 -3.3503 -3.1641
H -4.1551 -7.0389 -3.9362
H -2.3612 -3.6008 2.9207
H 1.5685 3.7128 -0.5168
H -0.3886 0.1881 2.6574
H 3.9240 -3.0917 -2.0776
H -5.1260 0.6030 0.8621
```

Computed properties:
E = -8134.31794 hartree
net charge = +3
⟨S²⟩ = 8.89
lowest unoccupied orbital energy (spin up / spin down) = -9.3 / -9.2 eV
2S+1 = 6
strongest force on any atom = 3.59 eV/A
frontier orbital gap (spin up / spin down) = 5.40 / 5.35 eV
HOMO (spin up / spin down) = -14.7 / -14.6 eV

These are the Löwdin partial charges, in e, on atoms 1 to 4: 1.17 1.07 0.74 0.59

Entry 4:
The following is a DFT calculation (wB97M-V/def2-TZVPD) of 2 unconnected molecules or ions with the total composition C45H57N2 at a distorted geometry.

Structure (XYZ):
```
104
C45H57N2 wB97M-V/def2-TZVPD
N -0.6221 -0.2633 -1.8309
N 1.5032 -0.7628 -1.4481
C 5.2197 -1.4526 0.4799
C -4.1480 0.8370 0.1420
C 1.9573 -1.7396 3.0105
C 0.5139 1.1081 -0.1239
C -3.7406 -2.8686 -2.1142
C -2.9827 3.0881 -3.1312
C -4.1370 0.2559 6.2266
C 3.9470 -0.9095 -1.5063
C 0.2524 -1.4089 1.3246
C 2.7872 -1.4034 0.6083
C -4.3239 1.1495 3.9088
C 1.6343 -1.9914 1.5242
C -4.4500 3.2137 5.3203
C -1.4969 -3.2809 -1.2725
C 4.6265 -1.7334 -3.7761
C -4.3338 2.7194 6.6095
C -1.3798 3.7286 -1.3354
C 2.8077 1.9824 -0.4940
C 5.3533 0.5390 -3.0138
C 1.7320 1.7136 0.3829
C 4.0395 -1.5172 1.2017
C -1.8235 2.5805 -2.2527
C 1.5968 -3.5115 1.2984
C 3.1342 2.3327 2.2597
C 1.8783 1.9971 1.7599
C -2.7918 -0.9659 -0.8013
C -3.8808 -0.5064 -0.0623
C -2.3629 1.4004 -1.3865
C -1.9637 0.0441 -1.4135
C -0.6655 2.2290 -3.1653
C 0.5171 0.1614 -1.1386
C -3.3308 -3.1979 0.3318
C 1.0453 -1.5442 -2.5098
C -0.2294 -1.2013 -2.7642
C -4.0504 0.1583 4.8398
C -4.2576 1.3976 7.0129
C -3.4176 1.7821 -0.5514
C 4.1942 -0.4828 -2.9948
C 5.1462 -1.2576 -0.8852
C 2.7459 -0.9946 -0.7617
C -4.5086 2.5059 4.1216
C 4.0601 2.2806 0.0186
C -2.7880 -2.5384 -0.9572
C 3.0382 0.1466 -3.7453
C 4.2336 2.4181 1.3995
H 0.8085 -3.9833 1.9028
H 3.8525 -2.5079 -3.7149
H -4.2373 1.2303 8.0983
H -0.9257 1.4448 -3.8849
H 5.5529 0.8800 -4.0373
H 1.0791 -1.9406 3.6348
H 3.4417 0.6076 -4.6566
H -4.9554 1.1361 0.7979
H -4.0681 -0.6916 6.7761
H -4.7679 -2.5427 -1.9174
H 2.6297 1.9896 -1.5762
H 1.6709 -2.2772 -2.9950
H -2.6604 3.9371 -3.7474
H 4.9060 2.4440 -0.6498
H 5.5572 -2.1711 -3.3998
H 0.2157 -0.3620 1.6450
H 2.5517 -3.9678 1.5874
H 2.5391 0.9352 -3.1749
H -3.7100 2.8290 -0.4690
H 2.2468 -0.6958 3.1763
H -0.4728 -1.9610 1.9423
H -4.5702 4.2997 5.2312
H -0.9842 4.5611 -1.9328
H -1.1813 -3.1704 -2.3141
H -3.1866 -4.2856 0.3062
H -3.3321 2.2914 -3.7990
H -0.4352 1.3224 0.3638
H -4.3766 0.8290 2.8655
H -3.8155 -0.8340 4.4371
H -4.3742 3.4639 7.4021
H -3.4036 -2.3684 -3.0299
H 4.1351 -1.7593 2.2571
H 6.2956 0.1398 -2.6251
H -3.8372 3.4147 -2.5293
H 3.2557 2.5397 3.3204
H 1.4228 -3.7595 0.2445
H 4.7706 -1.4802 -4.8347
H 5.0928 1.4088 -2.4005
H -3.7512 -3.9507 -2.2996
H -0.5934 3.3878 -0.6555
H 1.0034 1.9186 2.4172
H -0.8891 -1.5863 -3.5246
H 0.2097 1.9181 -2.5861
H 2.3071 -0.5881 -4.0920
H 6.1697 -1.5810 0.9790
H 2.7492 -2.3992 3.3810
H -0.1052 -1.4680 0.3008
H -2.8051 -2.8170 1.2152
H -0.3602 3.1335 -3.7108
H -0.6625 -3.0683 -0.5955
H 6.0606 -1.3573 -1.4707
H -4.5842 -1.2057 0.3733
H 5.2268 2.6507 1.8045
H -1.7119 -4.3576 -1.1653
H -4.6613 3.1191 3.2303
H -4.4063 -3.0552 0.4843
H -2.2040 4.1237 -0.7313
```

Computed properties:
E = -1858.06815 hartree
net charge = +1
lowest unoccupied orbital energy = -5.4 eV
2S+1 = 1
strongest force on any atom = 2.34 eV/A
frontier orbital gap = 2.42 eV
HOMO = -7.9 eV

These are the Löwdin partial charges, in e, on atoms 1 to 4: 0.02 0.05 -0.04 -0.09